w | Density functional theory data (wB97M-V/def2-TZVPD) for a structure of composition C6H9NO.

```
! wB97M-V def2-TZVPD RIJCOSX def2/J DEFGRID3
* xyz 0 1
C 1.117 -1.608 0.010
C 1.248 -0.329 0.853
C -0.313 -0.201 0.940
C -1.226 1.244 -0.002
C -1.015 -1.116 -1.346
C -0.433 2.266 -0.379
N -0.296 -1.278 -0.334
O -0.952 -0.392 1.948
H 1.163 -2.522 0.600
H 1.747 -1.690 -0.874
H 1.702 -0.443 1.835
H 1.720 0.488 0.310
H -2.087 1.469 0.621
H -0.762 -1.617 -2.286
H -1.450 0.335 -0.828
H 0.455 2.099 -0.980
H -0.619 3.294 -0.089
*
```

Computed properties:
gap between HOMO and LUMO: 0.300 Ha
LUMO level: -0.10 eV

***

x | Density functional theory data (wB97M-V/def2-TZVPD) for a structure of composition C6H9NO.

```
! wB97M-V def2-TZVPD RIJCOSX def2/J DEFGRID3
* xyz 0 1
C 1.479 -0.694 0.089
C 1.132 0.654 0.045
C -1.050 0.019 -0.770
N 1.914 1.638 0.635
C -1.186 -0.904 0.998
C -0.131 1.000 -0.490
C -1.852 -0.542 -1.642
O -2.117 -1.681 1.055
H 1.434 2.382 1.115
H 2.751 1.329 1.102
H -1.038 -0.096 1.753
H -0.465 2.032 -0.423
H 1.214 -1.339 -0.737
H -0.072 -1.191 0.628
H 2.344 -1.011 0.660
H -2.556 -1.302 -1.323
H -1.800 -0.294 -2.695
*
```

Computed properties:
gap between HOMO and LUMO: 0.292 Ha
LUMO level: -0.29 eV

***

Which of them is the most stable? Correct choice: x.